(1)
The following is a DFT calculation (ωB97M-V/def2-TZVPD) of one molecule with the formula C18H21NO6 at a distorted geometry.

Each line ends with the Mulliken charge.
CARTESIAN COORDINATES (ANGSTROEM)
C 6.32754 3.16384 2.88113  -1.03
H 0.04169 0.36826 1.13241  0.36
H 6.86360 2.58082 2.13577  0.31
H -6.01248 -1.60255 -6.47757  0.34
O 0.94928 -1.97767 2.17530  -0.41
C 1.47839 -0.83174 0.05609  -0.36
C -4.90574 -1.71730 -3.30549  -0.12
O -2.44413 0.45084 0.58119  -0.60
H 6.30070 1.45244 4.38640  0.31
C -5.81129 -1.18870 -5.51433  -0.29
C 5.58734 2.28881 4.06000  -0.26
H 1.37643 -1.54065 -0.73202  0.50
H -4.28148 -2.50615 -2.76295  0.28
C -2.06316 -0.02353 -0.47558  0.48
H 5.24930 2.91678 4.90899  0.28
C 0.08085 -0.48588 0.50297  0.10
O 2.38905 0.24706 -0.23751  -0.49
C -5.37875 0.57148 -3.96254  -0.42
H -0.48605 -2.50073 0.65305  0.44
O 4.31398 0.26345 5.28789  -0.56
H 6.92899 4.03702 3.35078  0.31
H -4.37901 1.22208 -1.71810  0.42
O -0.73844 -0.41675 -0.70696  -0.43
C -5.84664 0.16172 -5.25746  -0.74
C -4.96761 -0.35377 -2.95502  0.34
C 2.05344 -1.51377 1.36324  0.25
H -5.13027 -3.20542 -4.87383  0.42
H -1.14596 -1.29164 1.97921  0.34
C 3.04881 0.69821 0.96671  -0.71
H 2.58867 -2.42018 1.11284  0.40
H 5.59220 3.66011 2.19808  0.28
C 3.31818 -0.50110 3.31481  -0.42
H -2.63444 -0.80539 -2.33580  0.32
O 4.54937 1.57973 3.34347  -0.22
H -5.32773 1.57793 -3.91058  0.40
H -4.92792 -0.20335 -0.92701  0.31
C 4.12824 0.46664 4.10311  0.05
H -6.24086 0.90653 -5.91511  0.40
C -4.33469 0.16190 -1.73209  -0.61
H 2.95048 -1.36927 3.79778  0.50
C -0.22997 -1.75708 1.35119  -0.71
C 2.81811 -0.41932 2.02029  0.29
C -5.31017 -2.20485 -4.55898  -0.69
H 2.50143 1.56911 1.26325  0.30
H 4.10549 0.86484 0.96023  0.47
N -2.94483 -0.37281 -1.52724  -0.12

Its charge is 0. Its relative energy (zero: lowest compared OMol25 entry of this formula, charge and spin) is 3.082 eV.


(2)
The following is a DFT calculation (ωB97M-V/def2-TZVPD) of a 2-piece molecular cluster, C18H21O6S2 overall at a distorted geometry.

Each line ends with the Mulliken charge.
CARTESIAN COORDINATES (ANGSTROEM)
O -5.06721 3.58668 1.23029  -0.38
H -9.75398 -0.38872 -5.18150  0.24
H -6.84122 0.38699 -0.03001  0.38
C -4.74834 -0.30717 -2.63444  -0.48
C -6.51389 0.15588 -1.04362  -0.52
H -9.57912 0.76712 -3.81927  0.33
C -5.38655 2.23629 3.24876  -1.41
H -3.76103 5.24070 2.72746  0.40
H -5.37172 4.97823 3.43183  0.39
O -7.90448 -0.36575 -4.41565  -0.45
H 2.06897 -0.47100 3.82406  0.33
H -3.68415 -0.43525 -2.83641  0.41
H 3.34502 -2.06212 1.51397  0.39
H -4.94758 2.04211 4.23287  0.38
H -9.69292 -0.99713 -3.49352  0.32
C -5.05281 2.63006 0.24692  0.50
H 2.16161 -0.75972 1.24790  0.28
H -3.92566 4.35498 4.26316  0.40
C -9.32458 -0.23413 -4.19200  -0.81
H -5.48794 1.29340 2.70585  0.30
C -5.13007 0.07159 -1.32499  0.15
C -2.99817 1.74469 1.38939  -0.26
C -4.14081 1.46317 0.47761  0.74
O -5.70549 2.82035 -0.75397  -0.61
H -5.38017 -0.63347 -4.67598  0.40
C 1.57289 -2.25323 2.67462  0.48
C -4.50895 3.22782 2.51418  1.56
O 0.17218 -1.87878 2.70173  -0.36
C -4.38205 4.53902 3.28865  -1.70
H 1.90152 -2.37644 0.53260  0.30
H 1.67593 -3.34187 2.82170  0.32
C -0.67010 -2.46429 1.79300  0.15
C -7.05331 -0.29017 -3.35982  0.94
H 1.79549 -1.91904 4.81949  0.34
S -2.17576 -1.81117 1.57322  -0.36
O -3.17233 2.71977 2.33044  -0.38
H -6.37548 2.68280 3.39514  0.36
S -0.12505 -3.79937 0.95845  -0.48
C -7.47141 -0.05175 -2.02420  -0.38
O -1.92725 1.18497 1.30228  -0.57
H -3.22102 -0.26495 -0.27408  0.56
H 3.29081 -1.75982 3.88668  0.41
C -5.67196 -0.44169 -3.64571  -0.69
C 2.21262 -1.55842 3.87370  -1.49
C -4.10819 0.36332 -0.32565  -0.56
H -8.53489 0.03411 -1.78404  0.32
C 2.27717 -1.83944 1.41194  -1.19

Its charge is -1.


(3)
The following is a DFT calculation (ωB97M-V/def2-TZVPD) of C18H22BBaF6O18 as an isolated structure at a distorted geometry.

Each line ends with the Mulliken charge.
CARTESIAN COORDINATES (ANGSTROEM)
Ba 0.91985 -0.58410 0.08956  1.59
O -3.22275 -0.12636 -1.87914  -0.26
H 7.45301 -1.46164 -1.37245  0.30
C -3.27523 -1.96821 4.02079  0.35
C 4.74005 2.41232 -3.42899  -0.56
H 0.84902 -0.76944 2.64690  -0.28
H -4.53031 0.80717 -3.12749  0.33
H -2.69266 4.76456 2.05849  0.28
C -0.49169 2.72062 1.41666  0.15
C 6.32337 -0.10959 -0.12899  0.31
H 3.72239 4.19224 -4.12936  0.29
O -1.47469 -0.78039 1.41029  0.15
C -3.18763 -4.71006 -0.82364  -0.52
O 5.68834 -2.28310 -0.56185  -0.36
O 4.91236 -0.25256 -0.10361  -0.25
C 4.59999 -1.54198 -0.28058  0.49
C 6.84287 -1.48563 -0.47328  -0.39
C -4.36011 -1.33018 3.14011  -0.51
H -3.08834 -1.49848 4.98676  0.27
O 2.21200 1.23527 -1.51062  -0.31
C 3.54318 3.12617 -4.01091  0.29
O -0.92038 -2.19744 -1.04691  -0.18
B 1.69659 -1.52812 2.59144  0.57
C -4.08498 1.89686 -1.28024  0.28
C -0.58406 4.69608 2.52910  0.30
O -2.17780 -1.98231 3.17257  -0.31
O 2.53498 2.84362 -3.02204  -0.27
O -1.04843 0.49101 -1.56765  -0.51
H 6.64722 0.38116 0.78486  0.26
H -4.67285 2.75786 -1.60136  0.28
C -2.31544 -1.06445 2.20629  0.15
O -1.72143 -3.84761 -2.33424  -0.25
O 3.50612 -2.01024 -0.27917  -0.29
F 6.66260 0.78105 -1.13389  -0.30
C -2.93358 -4.58253 -2.31175  0.30
H -5.30711 0.19997 -1.64275  0.34
O 4.20047 1.47331 -2.51120  -0.12
H 1.86437 -1.98844 3.63990  -0.23
H -2.69630 -5.60034 -0.41835  0.32
H -2.33961 3.75286 3.42913  0.32
H 5.35413 3.08386 -2.81448  0.33
C -1.64862 -3.12330 -1.21629  0.21
H -5.07470 -2.03837 2.72632  0.29
O -3.58990 -0.63158 2.15490  -0.30
O -0.03995 1.86482 0.72433  -0.13
H 1.48575 -2.35566 1.83393  -0.19
H -4.93221 -0.59137 3.70222  0.28
H -0.35907 5.61130 1.98559  0.29
O 0.27422 3.67902 2.01794  -0.31
F -0.34267 4.94444 3.85302  -0.29
F -4.43665 1.77578 0.04740  -0.25
H -2.88527 -5.48836 -2.90777  0.29
H 2.62188 -1.00763 2.17741  -0.31
F 3.11456 2.55785 -5.16471  -0.27
C 2.94467 1.84025 -2.24238  0.17
F -3.88960 -3.77595 -2.87916  -0.27
O -1.77611 2.89417 1.64774  -0.25
H -4.20912 -4.78576 -0.46381  0.33
C -4.40400 0.64379 -2.05826  -0.55
C -1.97224 4.04367 2.44804  -0.48
F -3.62147 -3.26264 4.32325  -0.30
O -2.68854 1.94649 -1.36864  -0.24
H 7.51522 -1.75060 0.34919  0.27
O -2.47898 -3.58980 -0.27818  -0.24
C -2.21807 0.68744 -1.61092  0.58
H 5.46334 1.99922 -4.12908  0.34

Its charge is +1. Its relative energy (zero: lowest compared OMol25 entry of this formula, charge and spin) is 0.000 eV.


Results for LUMO level: 0.195 1.994 -1.677 (in eV, following the order of the records).